Density functional theory data (ωB97M-V/def2-TZVPD) for 2 unconnected molecules or ions with the total composition C5H14NO3.

Results
**Relative energy (zero: lowest compared OMol25 entry of this formula, charge and spin)**: 1.0433 eV
**HOMO energy**: -14.31 eV
**Net charge**: +1
**DFT total energy**: -479.1425 Ha
**E_LUMO**: -0.1111 hartree
**Kohn-Sham gap**: 11.289 eV

The geometry in XYZ format:
```
23
C5H14NO3, DFT ωB97M-V/def2-TZVPD
O 1.00417 2.31496 -1.20421
C -0.14601 2.00008 -1.11124
C -0.72094 0.97643 -0.14895
C -0.89453 -0.37157 -0.91375
C -0.37574 -1.72850 -0.40118
C -1.16899 -2.29404 0.79919
O -1.04814 -1.37851 1.91290
N 0.23911 0.79248 0.99252
H -0.90539 2.39324 -1.81566
H -1.62045 1.38647 0.30816
H -0.55009 -0.17924 -1.93034
H -1.97280 -0.54054 -1.00212
H 0.68363 -1.71073 -0.14910
H -0.51770 -2.46508 -1.18960
H -2.22260 -2.33604 0.53082
H -0.68405 -3.23098 1.06588
H -1.81477 -1.49095 2.46517
H -0.02111 -0.01445 1.58610
H 1.19282 0.55213 0.57617
H 0.41898 1.62766 1.54895
H 2.86175 0.81907 -0.80331
H 3.19786 -0.16407 0.27716
O 2.51659 0.00321 -0.39288
```